# C89H186F9N7O6

10 unconnected molecules or ions with the total composition C89H186F9N7O6 at a distorted geometry (ωB97M-V with the def2-TZVPD basis set, OMol25).

The geometry in ORCA input format:
```
! wB97M-V def2-TZVPD RIJCOSX def2/J DEFGRID3
* xyz 4 1
C 7.334 -1.159 1.464
C 7.129 -2.651 1.145
C 5.880 -2.920 0.343
C 6.206 -3.075 -1.136
N 5.246 -2.245 -2.082
C 5.588 -2.567 -3.599
C 4.383 -3.481 -4.095
C 3.165 -3.034 -3.328
C 3.755 -2.822 -1.905
C 5.406 -0.759 -1.798
C 4.405 0.110 -2.571
C 4.582 1.607 -2.471
H 8.168 -0.919 2.124
H 6.483 -0.684 1.952
H 7.543 -0.686 0.505
H 7.141 -3.150 2.114
H 8.059 -3.008 0.703
H 5.007 -2.290 0.511
H 5.525 -3.914 0.616
H 6.181 -4.117 -1.456
H 7.221 -2.787 -1.408
H 5.764 -1.650 -4.161
H 6.564 -3.045 -3.687
H 4.337 -3.206 -5.149
H 4.528 -4.562 -4.103
H 2.827 -2.124 -3.823
H 2.332 -3.715 -3.149
H 3.147 -2.100 -1.359
H 3.862 -3.730 -1.312
H 6.460 -0.493 -1.883
H 5.169 -0.614 -0.744
H 3.553 -0.089 -1.922
H 4.026 -0.157 -3.557
H 5.250 2.127 -3.158
H 4.936 1.859 -1.472
H 3.647 2.134 -2.665
C -10.402 -4.379 -1.670
C -8.922 -4.261 -1.963
C -8.285 -2.850 -1.908
C -8.123 -2.297 -0.480
N -7.478 -0.930 -0.388
C -7.566 -0.352 1.039
C -8.230 0.941 0.904
C -8.158 1.327 -0.571
C -8.353 0.016 -1.201
C -5.942 -1.008 -0.867
C -4.992 -1.821 0.024
C -3.529 -1.663 -0.410
H -10.708 -3.794 -0.803
H -10.813 -5.377 -1.523
H -10.905 -3.954 -2.539
H -8.766 -4.664 -2.964
H -8.339 -4.808 -1.223
H -8.869 -2.160 -2.518
H -7.293 -2.969 -2.344
H -7.381 -2.858 0.090
H -9.101 -2.288 0.002
H -6.540 -0.299 1.405
H -8.125 -0.986 1.727
H -7.676 1.663 1.504
H -9.253 0.946 1.282
H -7.218 1.651 -1.017
H -8.848 2.086 -0.939
H -8.034 0.087 -2.241
H -9.417 -0.219 -1.168
H -5.683 0.036 -1.044
H -5.981 -1.434 -1.870
H -5.181 -2.890 -0.072
H -5.123 -1.644 1.091
H -3.315 -2.071 -1.398
H -2.882 -2.273 0.221
H -3.139 -0.646 -0.414
C 9.447 9.914 -1.133
C 9.854 8.528 -0.678
C 8.766 7.466 -0.424
C 9.430 6.150 0.172
N 8.541 4.909 -0.064
C 8.388 4.650 -1.585
C 8.286 3.107 -1.782
C 8.996 2.448 -0.515
C 9.265 3.654 0.460
C 7.190 5.211 0.720
C 6.248 3.944 0.917
C 5.138 4.240 1.890
H 8.888 10.349 -0.304
H 8.689 9.923 -1.916
H 10.240 10.636 -1.324
H 10.531 8.545 0.176
H 10.480 8.080 -1.450
H 8.191 7.315 -1.337
H 8.088 7.883 0.321
H 9.695 6.320 1.216
H 10.348 6.086 -0.412
H 7.543 5.220 -1.973
H 9.288 4.939 -2.127
H 7.235 2.828 -1.705
H 8.614 2.727 -2.750
H 8.278 1.720 -0.138
H 9.891 1.916 -0.840
H 8.919 3.542 1.487
H 10.347 3.759 0.531
H 6.655 5.969 0.148
H 7.433 5.711 1.658
H 6.716 3.033 1.290
H 5.852 3.719 -0.073
H 4.492 3.427 2.220
H 4.507 5.042 1.507
H 5.595 4.583 2.819
C -2.718 -4.049 -3.361
C -1.339 -3.907 -2.687
C -1.280 -4.917 -1.500
C 0.007 -4.559 -0.615
N 0.517 -5.720 0.288
C -0.481 -6.310 1.255
C -0.524 -5.248 2.362
C 0.905 -4.770 2.532
C 1.625 -5.118 1.191
C 1.160 -6.815 -0.549
C 2.229 -6.482 -1.638
C 2.875 -7.740 -2.347
H -2.810 -4.993 -3.897
H -2.827 -3.210 -4.048
H -3.453 -3.890 -2.572
H -1.255 -2.867 -2.372
H -0.546 -4.005 -3.428
H -1.203 -5.980 -1.728
H -2.192 -4.794 -0.917
H -0.233 -3.707 0.021
H 0.893 -4.236 -1.162
H -0.071 -7.141 1.830
H -1.367 -6.621 0.702
H -0.964 -5.674 3.263
H -1.169 -4.413 2.087
H 1.405 -5.221 3.389
H 1.030 -3.693 2.645
H 2.327 -5.948 1.260
H 2.111 -4.283 0.688
H 0.297 -7.403 -0.860
H 1.557 -7.509 0.192
H 3.059 -5.868 -1.290
H 1.848 -5.811 -2.408
H 3.260 -8.404 -1.574
H 3.741 -7.563 -2.985
H 2.198 -8.160 -3.091
C -7.287 1.514 -8.872
C -6.796 2.735 -8.042
C -6.119 2.469 -6.769
C -5.689 3.717 -5.955
N -5.622 3.605 -4.415
C -5.077 4.937 -3.855
C -6.177 5.448 -2.961
C -6.953 4.224 -2.545
C -7.040 3.413 -3.813
C -4.757 2.422 -3.947
C -3.257 2.360 -4.524
C -2.462 1.317 -3.919
H -6.466 0.824 -9.070
H -7.659 1.790 -9.859
H -8.134 1.054 -8.364
H -7.540 3.532 -8.062
H -6.050 3.184 -8.697
H -5.296 1.797 -7.012
H -6.800 1.809 -6.232
H -6.351 4.578 -6.056
H -4.660 3.930 -6.245
H -4.118 4.837 -3.345
H -4.856 5.649 -4.650
H -5.681 5.916 -2.111
H -6.767 6.061 -3.642
H -6.499 3.569 -1.801
H -7.856 4.669 -2.128
H -7.329 2.373 -3.661
H -7.732 3.907 -4.496
H -5.171 1.464 -4.265
H -4.770 2.444 -2.858
H -2.793 3.333 -4.365
H -3.400 2.104 -5.574
H -2.962 0.359 -4.058
H -2.427 1.437 -2.836
H -1.447 1.177 -4.291
C -4.893 -2.234 8.518
C -3.966 -1.272 7.793
C -4.478 -0.921 6.356
C -3.401 0.043 5.719
N -3.793 0.818 4.374
C -3.719 -0.092 3.177
C -2.258 -0.220 2.759
C -1.610 0.917 3.470
C -2.771 1.883 3.883
C -5.196 1.389 4.441
C -5.420 2.233 5.702
C -6.659 3.176 5.527
H -5.264 -3.052 7.901
H -5.773 -1.652 8.792
H -4.534 -2.674 9.448
H -2.946 -1.654 7.741
H -3.960 -0.362 8.394
H -5.478 -0.492 6.426
H -4.539 -1.705 5.601
H -2.477 -0.462 5.438
H -3.305 0.843 6.453
H -4.341 0.418 2.441
H -4.052 -1.098 3.432
H -2.244 -0.151 1.671
H -1.834 -1.165 3.101
H -0.934 1.442 2.796
H -1.008 0.585 4.317
H -3.148 2.383 2.991
H -2.457 2.480 4.739
H -5.869 0.531 4.445
H -5.452 1.857 3.490
H -4.581 2.875 5.971
H -5.650 1.559 6.528
H -6.480 3.783 4.639
H -6.968 3.905 6.276
H -7.594 2.632 5.395
C -0.660 -2.841 5.312
C -0.023 -1.804 6.299
C 1.440 -1.885 6.422
C 2.277 -1.231 5.292
N 3.802 -1.430 5.410
C 4.521 -0.696 4.263
C 5.100 0.527 4.966
C 5.469 0.039 6.336
C 4.272 -0.777 6.729
C 4.269 -2.943 5.492
C 3.729 -3.942 4.429
C 4.347 -5.319 4.772
H -1.743 -2.725 5.265
H -0.366 -3.846 5.615
H -0.323 -2.642 4.295
H -0.443 -2.100 7.261
H -0.306 -0.773 6.088
H 1.661 -2.941 6.574
H 1.867 -1.456 7.329
H 2.171 -0.157 5.136
H 2.026 -1.739 4.361
H 5.309 -1.340 3.872
H 3.782 -0.494 3.487
H 5.899 1.061 4.451
H 4.341 1.307 5.029
H 6.420 -0.494 6.331
H 5.708 0.878 6.990
H 4.550 -1.536 7.459
H 3.501 -0.116 7.127
H 3.821 -3.322 6.410
H 5.354 -3.037 5.538
H 4.025 -3.607 3.435
H 2.642 -3.884 4.490
H 5.417 -5.350 4.566
H 3.931 -6.089 4.121
H 4.267 -5.593 5.824
C 3.211 -0.355 -6.768
O 2.219 0.554 -7.167
O 2.870 -1.624 -7.193
C 4.636 0.357 -7.041
F 4.596 1.694 -6.906
F 5.549 -0.074 -6.212
F 5.035 0.158 -8.323
C 1.092 0.777 -6.269
C 1.110 2.296 -5.817
H 2.046 2.501 -5.298
H 0.989 3.061 -6.584
H 0.301 2.397 -5.094
H 0.999 0.197 -5.351
H 0.163 0.478 -6.755
H 3.271 -0.418 -5.681
C -4.339 3.576 0.295
O -2.988 3.763 0.591
O -4.673 2.267 0.650
C -5.156 4.750 0.967
F -5.402 4.504 2.250
F -4.529 5.929 0.860
F -6.379 4.953 0.463
C -1.993 3.086 -0.135
C -0.710 3.650 0.423
H -0.674 3.387 1.481
H 0.146 3.130 -0.007
H -0.644 4.724 0.253
H -2.042 3.217 -1.216
H -1.991 2.020 0.094
H -4.389 3.761 -0.778
C 1.673 -0.410 0.894
O 1.456 -0.788 -0.481
O 2.158 -1.535 1.529
C 2.445 0.969 1.201
F 2.280 1.289 2.498
F 3.765 0.856 0.932
F 2.116 2.021 0.449
C 0.141 -0.619 -1.148
C 0.416 -0.916 -2.649
H 1.298 -0.339 -2.926
H 0.658 -1.963 -2.833
H -0.402 -0.558 -3.275
H -0.273 0.376 -0.979
H -0.624 -1.300 -0.776
H 0.656 -0.412 1.288
*
```

The HOMO energy comes out at -10.9 eV. The calculation puts the relative energy (zero: lowest compared OMol25 entry of this formula, charge and spin) at 0.0 kcal/mol. The value obtained for the HOMO-LUMO gap is 4.433 eV. For the energy, the calculation gives -142441.7877 eV.

Atom charges from the Löwdin analysis, given in e for atoms 1 to 2: atom 1 (C): -0.096, atom 2 (C): -0.238